[1]
{
  "formula": "C2H8FNP2",
  "method": "ωB97M-V/def2-TZVPD",
  "species": ["P", "P", "F", "N", "C", "C", "H", "H", "H", "H", "H", "H", "H", "H"],
  "positions_angstrom": [[1.45136, -1.45748, 0.49820], [1.36986, 0.65641, -0.24370], [0.67735, 1.21887, 1.22006], [2.94224, 0.93420, 0.20274], [-2.68202, -0.16160, 0.32754], [-2.43479, 0.40863, -0.83251], [3.43230, 1.62971, -0.24670], [-2.87645, 0.58806, 1.06191], [-2.65748, -1.17296, 0.52878], [-2.02231, -0.27559, -1.57216], [-2.48011, 1.41461, -1.08893], [1.71752, -2.10940, -0.85840], [0.13516, -1.84458, 0.33719], [3.42737, 0.17112, 0.66597]],
  "atomic_forces_ev_per_a": [[0.8, -0.8, -1.8], [-1.0, 0.4, 2.0], [0.1, -0.6, -1.5], [-0.9, -2.2, 0.6], [-0.2, 3.3, -0.2], [1.1, -3.1, -0.8], [1.5, 1.5, -0.9], [-0.6, -0.3, 1.2], [0.2, -1.9, 0.4], [-0.4, 0.3, -0.6], [-0.1, 1.6, 0.0], [0.0, 0.9, 1.5], [-0.8, 0.1, 0.1], [0.3, 0.7, 0.0]],
  "max_force_ev_per_a": 3.431,
  "lumo_energy_ev": 0.88,
  "e_tot_ha": -918.29530,
  "smiles": "NP(F)#[PH2].C=C",
  "relative_energy_kcal_mol": 2.2
}


[2]
{
  "formula": "C9H18N3O3",
  "method": "ωB97M-V/def2-TZVPD",
  "species": ["O", "O", "O", "N", "N", "N", "C", "C", "C", "C", "C", "C", "C", "C", "C", "H", "H", "H", "H", "H", "H", "H", "H", "H", "H", "H", "H", "H", "H", "H", "H", "H", "H"],
  "positions_angstrom": [[-0.14404, 2.04009, 0.81032], [0.84964, 0.99871, -1.40248], [1.26899, -0.21599, 4.02202], [-0.95716, 1.14120, -0.00293], [-0.97036, -0.39774, -1.48870], [-0.25830, 0.59890, -0.99074], [-1.89351, -2.06010, -3.08027], [1.54112, 1.72716, 2.51191], [-0.70458, 0.11161, -3.84409], [-0.08537, -0.16900, 3.75311], [-0.79696, -1.02578, -2.77602], [0.58637, -1.72536, -2.81018], [0.04946, 1.55597, 2.12260], [-0.25203, 0.09399, 2.29990], [1.75501, 1.12748, 3.86643], [1.25720, 1.76032, 4.56259], [-0.12238, -0.15461, -4.77961], [1.31438, -0.90237, -2.61593], [-1.28206, -0.02377, 1.79696], [-2.90142, -1.84151, -3.05703], [0.80913, -2.17828, -3.77136], [2.84253, 1.04096, 3.99180], [-0.49047, 0.64648, 4.29015], [1.84179, 2.77633, 2.46202], [-0.49966, 2.19235, 2.75708], [-0.10107, 0.79099, -3.40156], [-1.82566, -2.83369, -2.29721], [-1.65491, 0.44729, -4.16375], [2.06260, 1.05361, 1.74152], [0.56501, -2.48397, -2.04197], [0.47141, -0.49108, 1.74116], [-0.59965, -1.08362, 3.94224], [-1.67506, -2.51659, -4.14798]],
  "atomic_forces_ev_per_a": [[0.2, -0.4, -1.4], [0.7, 0.2, -0.1], [1.3, 0.5, 0.6], [0.0, 0.9, 0.7], [-1.1, -0.4, 1.3], [-1.4, -1.2, -0.7], [2.8, -1.8, -1.0], [-0.6, -1.6, -2.2], [-0.1, -3.3, -1.9], [-0.7, -0.9, -1.3], [1.6, 1.5, -1.3], [-0.2, 1.0, 0.0], [2.1, -0.2, -1.5], [-2.4, 1.0, -1.6], [1.6, -1.0, -0.5], [-0.1, 0.6, 1.2], [-0.7, -0.3, 0.8], [-0.3, -1.0, 0.1], [1.4, -0.4, 1.2], [-2.1, 1.5, 0.0], [-0.1, -0.2, -0.3], [-0.3, 0.3, 0.7], [-1.0, 0.7, 1.0], [0.2, -0.2, 0.0], [-1.3, 0.6, 1.2], [1.4, 2.8, 1.2], [0.3, -0.2, -0.4], [-1.0, 0.7, 0.0], [-0.3, 1.4, 0.9], [0.4, -0.2, 0.4], [-0.1, -0.2, -0.2], [0.0, -0.9, 1.0], [-0.3, 0.7, 2.1]],
  "max_force_ev_per_a": 3.794,
  "lumo_energy_ev": 3.41,
  "e_tot_ha": -743.52325,
  "charge": -1,
  "smiles": "CC(C)(C)[N-][N+](=O)[N-]OC1CCOCC1",
  "relative_energy_kcal_mol": 0.0
}


[3]
{
  "formula": "C15H18NO6STeTi",
  "method": "ωB97M-V/def2-TZVPD",
  "species": ["Te", "Ti", "S", "O", "O", "O", "O", "O", "O", "N", "C", "C", "C", "C", "C", "C", "C", "C", "C", "C", "C", "C", "C", "C", "C", "H", "H", "H", "H", "H", "H", "H", "H", "H", "H", "H", "H", "H", "H", "H", "H", "H", "H"],
  "positions_angstrom": [[1.79613, 1.14279, -1.47882], [0.65114, -1.02872, -0.11805], [0.56630, 3.50176, 0.61168], [-0.88602, -0.84296, -2.40718], [1.81867, -3.97563, -2.49075], [2.10585, -1.41437, 1.39547], [-0.40584, -0.01820, 1.11081], [0.98850, -3.28389, 2.08688], [1.74057, -2.11560, -1.24622], [0.03623, 1.00568, 3.07333], [0.96008, 5.17377, 0.55049], [1.20073, -2.30833, 1.40519], [-0.74740, -2.11802, -3.05829], [-0.78580, 0.50254, 2.17304], [-0.45542, 1.35114, 4.39449], [-1.81765, -1.29532, -1.39414], [-2.95497, -1.92907, -2.21612], [-0.93418, -2.32560, -0.68323], [1.19504, -3.12393, -1.89829], [1.60172, 3.08981, -0.70138], [2.21087, 4.22784, -1.15980], [-2.18823, -2.42724, -3.46055], [1.48437, 0.84939, 2.93786], [1.85049, 5.40795, -0.45001], [-0.32576, -3.06575, -1.91326], [-2.46120, -1.85364, -4.34626], [-3.42831, -2.73751, -1.65782], [0.52159, 5.87699, 1.23775], [1.81165, -0.02291, 3.50731], [-1.47658, -2.98361, -0.00336], [-1.85593, 0.58324, 2.39663], [-1.51266, 1.60146, 4.34641], [0.09300, 2.21662, 4.76537], [2.89907, 4.21250, -1.99094], [-0.31004, 0.51598, 5.08321], [-2.14198, -0.43740, -0.80107], [1.75097, 0.70213, 1.89179], [-0.03714, -2.03687, -3.87862], [2.24200, 6.38998, -0.67794], [1.95808, 1.75393, 3.31125], [-3.71999, -1.19786, -2.48200], [-2.33580, -3.48716, -3.66925], [-0.70215, -4.07593, -2.09562]],
  "atomic_forces_ev_per_a": [[0.4, 0.6, -0.2], [2.0, -1.8, 0.0], [-0.1, -0.1, 0.1], [-0.1, 0.0, 0.0], [0.1, -0.1, -0.1], [-0.3, 0.1, -0.5], [-1.5, 1.3, 1.2], [0.0, -0.4, 0.4], [-0.1, -0.1, -0.6], [-0.1, -0.5, 0.1], [0.0, -0.1, 0.0], [-0.5, 0.5, -0.4], [0.0, 0.0, -0.1], [0.3, 0.1, -0.1], [0.0, 0.1, -0.1], [-0.1, -0.1, 0.1], [0.0, 0.0, 0.0], [-0.2, -0.2, -0.4], [-0.1, 0.0, 0.1], [0.0, 0.0, 0.1], [0.0, 0.0, 0.0], [0.0, -0.1, 0.0], [0.1, 0.2, -0.1], [0.0, 0.0, 0.0], [0.0, -0.1, 0.1], [0.0, 0.0, 0.0], [0.0, 0.0, 0.0], [0.0, 0.1, 0.0], [0.0, 0.1, -0.1], [0.2, 0.0, 0.1], [0.1, 0.0, 0.0], [-0.1, 0.0, 0.0], [0.0, 0.0, 0.0], [0.1, 0.0, 0.0], [0.0, 0.0, 0.0], [0.1, 0.0, 0.0], [0.0, 0.1, 0.2], [0.0, 0.0, 0.0], [0.0, 0.0, 0.0], [0.0, 0.1, 0.1], [0.0, 0.0, 0.0], [0.0, 0.0, 0.0], [0.0, 0.1, 0.0]],
  "max_force_ev_per_a": 2.649,
  "lumo_energy_ev": 2.14,
  "e_tot_ha": -2604.37412,
  "charge": -1
}


[4]
{
  "formula": "C2H10N2",
  "method": "ωB97M-V/def2-TZVPD",
  "species": ["N", "N", "C", "C", "H", "H", "H", "H", "H", "H", "H", "H", "H", "H"],
  "positions_angstrom": [[1.31055, -0.09274, -0.52926], [-1.60348, 0.76150, 0.56979], [2.41663, -0.07066, 0.41394], [-2.43989, 0.05248, -0.38075], [1.64538, -0.45121, -1.42470], [2.75523, -1.08812, 0.62967], [2.10488, 0.40199, 1.34946], [-3.37017, -0.26608, 0.09772], [-0.71157, 1.00136, 0.12226], [-1.92412, -0.83239, -0.76454], [3.25568, 0.49702, 0.00250], [-1.36231, 0.14679, 1.34456], [0.61411, -0.76396, -0.20842], [-2.69092, 0.70400, -1.22224]],
  "atomic_forces_ev_per_a": [[-0.3, -0.2, -0.5], [0.6, 0.4, 0.2], [0.2, -0.2, 0.2], [0.1, -0.2, -0.1], [-0.2, 0.2, 0.2], [0.3, 0.1, 0.2], [0.1, 0.0, -0.1], [0.1, 0.1, -0.1], [-0.4, 0.0, 0.2], [-0.3, -0.2, -0.3], [-0.2, 0.0, 0.1], [-0.1, 0.2, -0.1], [0.1, 0.2, -0.1], [0.0, -0.1, 0.1]],
  "max_force_ev_per_a": 0.727,
  "lumo_energy_ev": 0.98,
  "e_tot_ha": -191.67908,
  "smiles": "CN.CN",
  "relative_energy_kcal_mol": 11.5
}


| no. | Kohn-Sham gap (eV) |
| --- | --- |
| 1 | 10.031 |
| 2 | 6.784 |
| 3 | 5.731 |
| 4 | 9.948 |